Record 1
{
  "formula": "C24H30BF22O12",
  "method": "ωB97M-V/def2-TZVPD",
  "e_lumo_ev": 2.17,
  "charge": -1,
  "gap_ev": 9.79,
  "e_homo_ev": -7.63,
  "species": ["F", "O", "O", "F", "H", "H", "C", "H", "F", "C", "C", "F", "H", "F", "F", "H", "F", "O", "H", "O", "C", "C", "C", "H", "F", "H", "C", "H", "C", "C", "C", "H", "C", "C", "F", "C", "B", "C", "F", "H", "H", "F", "O", "F", "H", "H", "O", "H", "F", "H", "F", "F", "F", "H", "O", "H", "H", "C", "F", "C", "C", "O", "H", "F", "C", "C", "O", "H", "C", "H", "H", "F", "H", "C", "H", "O", "C", "H", "H", "F", "O", "H", "C", "F", "H", "C", "H", "F", "O"],
  "positions_angstrom": [[2.386, 6.729, -0.778], [3.774, -2.011, -1.885], [1.028, 4.623, -0.001], [3.246, 0.652, -3.822], [-3.790, -2.439, -3.588], [-2.536, -1.425, -6.245], [2.341, 4.597, 0.310], [-1.602, -4.294, 4.948], [-5.307, -1.543, -0.593], [-1.658, -3.747, 4.007], [-7.421, -3.269, 2.382], [-1.082, -0.316, 0.180], [-8.546, -1.691, 3.492], [-2.164, 1.464, -1.142], [-1.199, 1.357, 5.421], [2.090, -0.850, -1.546], [-1.333, -0.243, 6.994], [-4.768, -2.337, 2.880], [-7.358, -2.526, 4.395], [1.019, -0.436, 4.442], [-8.098, -2.678, 3.609], [3.501, 1.890, -3.428], [4.232, 1.737, -2.035], [0.423, 3.160, 1.264], [-2.230, 1.972, -3.196], [0.805, -1.696, -3.435], [6.355, 2.018, -0.907], [-1.935, 3.240, 0.796], [6.008, -2.108, -1.021], [-2.908, -0.151, -2.745], [-2.953, -2.152, -4.224], [5.750, 1.740, -0.044], [0.004, -0.640, 5.090], [-1.305, 4.028, 0.383], [0.019, 0.788, 1.748], [4.524, -1.900, -0.805], [0.125, 0.022, 0.634], [-1.951, 1.003, -2.345], [0.847, -1.061, 1.080], [0.430, -3.007, 3.794], [-6.740, -4.063, 2.689], [4.291, 2.461, -4.343], [-4.172, -0.135, -2.493], [0.888, 0.706, -0.289], [-8.842, -3.321, 4.079], [1.815, -2.597, -1.391], [-6.741, -2.334, 1.552], [-0.797, -2.187, 2.863], [6.375, -3.193, -0.421], [0.223, 2.754, -0.404], [3.335, 6.543, 1.093], [6.686, -1.180, -0.335], [-4.450, -0.083, 0.920], [2.387, -1.631, -4.165], [4.067, -1.605, 0.308], [1.809, -3.161, -3.488], [7.031, 1.238, -1.259], [2.378, -1.831, -1.925], [4.207, 5.728, -0.582], [1.821, -2.080, -3.348], [-4.650, -1.410, 0.604], [-2.254, -1.186, -3.503], [6.375, 4.101, -0.455], [-3.471, -1.933, 0.422], [-5.397, -2.061, 1.789], [7.086, 3.277, -0.514], [5.509, 2.203, -2.025], [-8.187, -3.593, 1.678], [-3.386, -1.738, -5.639], [7.903, 3.501, -1.201], [-2.690, -3.399, 3.951], [-0.653, 0.606, -2.435], [-1.743, 4.277, -0.583], [-0.588, -2.620, 3.841], [-3.910, -2.537, -6.164], [-0.829, -1.707, 4.925], [3.064, 5.903, -0.056], [-1.463, -4.462, 3.207], [-1.438, 4.923, 0.991], [6.343, -2.104, -2.297], [3.597, 1.294, -1.058], [-4.030, -0.870, -5.497], [-0.530, 0.358, 6.105], [0.413, 0.867, 6.847], [7.551, 3.121, 0.459], [0.137, 3.581, 0.300], [-2.331, -3.043, -4.312], [2.334, 2.517, -3.262], [2.909, 3.604, 0.758]],
  "forces_ev_per_angstrom": [[-1.523, 1.040, -1.520], [1.880, -0.796, -1.204], [1.618, 2.535, -0.578], [-0.301, -0.546, -0.643], [-0.436, -0.112, -0.364], [0.101, -0.071, 0.092], [-1.127, -3.986, 0.096], [0.395, 0.077, 0.140], [0.113, 0.409, 1.694], [0.871, 0.196, 0.095], [-0.998, 0.013, 0.238], [-2.418, -1.082, -1.229], [-0.114, -0.108, -0.581], [-0.447, 0.138, 0.280], [0.650, -1.154, 1.189], [0.243, -0.020, 0.200], [-0.946, 0.128, -0.337], [-3.256, 1.213, -5.395], [0.217, 0.001, -0.002], [-1.970, -0.344, 1.805], [0.725, 0.590, 0.984], [1.024, -0.502, 1.794], [-1.303, -0.180, 3.680], [0.082, -0.139, -0.024], [0.354, 0.853, -0.981], [-0.040, -0.038, 0.319], [-0.046, -0.447, 0.903], [0.316, -0.125, 0.100], [-0.619, 1.341, 0.831], [-5.167, -2.923, -0.498], [-1.340, -1.254, -0.240], [-0.003, -0.576, -0.178], [1.559, -1.174, -3.007], [-0.251, 0.771, -0.325], [-0.938, 2.173, 1.965], [-3.930, 1.763, 3.233], [2.163, 0.032, 1.175], [1.075, -1.749, 0.325], [0.659, -2.206, -0.245], [0.006, 0.169, 0.450], [-0.072, -0.066, -0.221], [-0.652, 0.382, -0.032], [6.604, 0.038, -1.493], [0.418, 0.518, -1.440], [-0.067, -0.288, -0.481], [0.612, 0.155, 0.973], [3.271, 1.279, -0.128], [0.257, 0.678, 0.196], [0.516, -2.898, 0.131], [0.345, 0.190, -0.101], [-0.276, 0.444, 1.347], [0.246, 1.254, -0.655], [-0.765, -1.360, -0.625], [0.194, 0.056, 0.163], [1.850, -1.086, -2.674], [-0.085, -0.029, -0.321], [0.104, -0.142, 0.650], [-2.247, 0.327, -0.539], [2.849, -1.260, -2.027], [0.796, 0.016, 0.124], [-0.330, 1.465, -0.770], [0.308, 3.788, 1.829], [0.167, 0.080, 0.055], [0.521, -0.596, 0.287], [0.570, -2.105, 4.949], [0.230, 0.068, -0.411], [-1.905, 0.176, -1.697], [0.078, -0.571, 0.204], [0.132, 0.771, 0.918], [-0.155, 0.246, -0.170], [0.203, 0.340, -0.323], [-1.360, 0.708, -0.460], [0.170, -0.039, -0.241], [-1.545, -1.186, -0.338], [-0.061, 0.001, 0.225], [0.769, 1.469, 0.554], [-1.103, -0.111, 2.625], [-0.206, -0.069, -0.087], [0.152, -0.013, 0.252], [0.559, -0.037, -0.416], [2.452, 1.217, -3.619], [-0.242, -0.017, -0.424], [-1.154, -0.094, -0.392], [1.209, 1.079, 0.013], [-0.158, 0.004, 0.088], [-0.543, -1.918, 1.182], [0.424, 0.215, 0.309], [0.619, 0.281, -0.492], [-0.582, 2.736, -0.735]]
}


Record 2
{
  "formula": "C7H10O4",
  "method": "ωB97M-V/def2-TZVPD",
  "e_lumo_ev": [-0.27, -0.27],
  "charge": 0,
  "gap_ev": [8.73, 8.73],
  "e_homo_ev": [-9.01, -9.00],
  "species": ["C", "H", "H", "H", "O", "H", "O", "H", "C", "C", "O", "H", "H", "H", "O", "C", "C", "H", "C", "C", "H"],
  "positions_angstrom": [[-1.560, 1.410, -0.929], [3.298, 0.726, 1.831], [1.968, 1.696, 1.786], [-2.256, -0.483, -2.144], [-0.616, -0.984, 1.183], [-0.910, 1.554, -1.727], [1.772, 1.153, -0.984], [3.031, -2.296, -0.573], [2.188, 0.682, 1.519], [-0.130, -1.303, 0.124], [-0.567, -0.779, -1.086], [1.786, -3.733, -0.500], [1.591, -0.049, 2.131], [-2.435, -0.668, -0.336], [3.025, 0.482, -0.793], [1.144, -1.879, -0.037], [2.087, 0.262, 0.101], [-2.553, 1.862, -1.045], [2.058, -2.680, -0.464], [-1.836, -0.100, -1.111], [-1.140, 1.437, 0.023]],
  "forces_ev_per_angstrom": [[-3.080, -3.010, -0.768], [-1.463, -0.945, -0.554], [-1.042, 0.637, -0.505], [0.603, 1.421, 1.847], [-0.582, -0.587, 0.364], [1.279, 1.258, -1.173], [-1.575, -0.388, 1.142], [1.254, -0.079, -0.319], [1.511, -1.192, 1.568], [-0.992, 2.326, -0.694], [0.681, -1.382, 0.560], [0.501, -0.077, -0.489], [0.729, 0.944, -0.304], [0.183, 1.405, -0.602], [2.646, -0.938, -0.504], [2.054, 3.912, -0.563], [-2.013, -1.013, -0.870], [0.595, 0.603, 0.200], [-1.194, -1.322, 0.813], [-0.827, -2.459, -0.710], [0.734, 0.886, 1.559]]
}


Record 3
{
  "formula": "C2H6N4OS",
  "method": "ωB97M-V/def2-TZVPD",
  "e_lumo_ev": 0.44,
  "charge": 0,
  "gap_ev": 9.24,
  "e_homo_ev": -8.80,
  "species": ["S", "O", "H", "N", "H", "H", "H", "H", "N", "N", "H", "C", "C", "N"],
  "positions_angstrom": [[1.649, 1.876, -0.277], [-1.209, 1.840, 0.514], [0.707, -1.305, 0.894], [1.191, -0.707, 0.233], [3.086, -0.233, 0.535], [2.782, -0.993, -0.864], [-1.055, -1.254, -0.572], [-2.144, 1.740, 0.240], [-2.772, -0.038, -0.256], [-0.655, 0.614, 0.259], [-3.314, -0.779, -0.672], [-1.537, -0.330, -0.228], [0.720, 0.570, 0.078], [2.552, -1.001, 0.116]],
  "forces_ev_per_angstrom": [[-0.108, -0.193, 0.071], [0.143, 0.532, 0.153], [0.164, 0.202, -0.201], [-0.239, -0.013, 0.210], [-0.187, -0.166, -0.099], [0.105, -0.023, -0.303], [-0.196, 0.314, 0.092], [0.018, -0.241, -0.055], [0.231, 0.036, -0.025], [-0.256, -0.391, -0.121], [-0.178, -0.141, -0.047], [0.186, -0.159, -0.005], [0.161, 0.102, -0.022], [0.157, 0.141, 0.352]]
}


Record 4
{
  "formula": "C23H32CrF6N6O11P2S3Se",
  "method": "ωB97M-V/def2-TZVPD",
  "e_lumo_ev": [1.74, 1.84],
  "charge": -1,
  "gap_ev": [8.06, 8.17],
  "e_homo_ev": [-6.31, -6.33],
  "multiplicity": 2,
  "s_squared": 0.766,
  "species": ["H", "Cr", "H", "F", "C", "H", "H", "C", "C", "H", "P", "H", "H", "F", "H", "P", "H", "C", "C", "C", "H", "N", "F", "C", "O", "C", "H", "S", "H", "H", "H", "C", "C", "O", "O", "N", "S", "C", "H", "N", "C", "C", "Se", "C", "H", "H", "H", "N", "O", "C", "F", "F", "H", "O", "O", "C", "H", "H", "O", "H", "H", "N", "O", "H", "H", "C", "H", "H", "C", "S", "C", "H", "H", "N", "C", "F", "H", "C", "H", "O", "C", "O", "O", "H", "C"],
  "positions_angstrom": [[2.172, -0.804, -2.960], [0.367, 0.002, 1.597], [3.387, 0.477, -2.945], [-5.069, 0.040, 1.956], [3.853, 0.726, -0.549], [-0.694, -2.248, -5.097], [-2.743, -3.564, -3.175], [-0.423, 1.028, 4.204], [0.398, 5.413, -0.002], [0.722, 2.066, -0.557], [-0.283, -1.253, -2.023], [1.740, 0.801, -2.382], [3.292, 1.625, -0.283], [-4.005, 2.184, -2.224], [4.100, -2.252, -2.209], [2.348, -1.599, -0.160], [-0.204, 6.323, 1.854], [2.136, -4.245, -0.359], [-3.754, 0.076, 2.138], [0.165, 2.982, 1.288], [-1.732, -4.245, -0.879], [-0.012, 1.855, 2.067], [-3.460, 1.143, 2.909], [0.182, -1.804, -4.606], [-3.351, -0.531, -0.407], [0.672, 4.224, -0.681], [1.266, -4.369, -1.017], [-3.431, 2.655, 0.332], [2.712, -3.184, -2.826], [-0.740, -2.998, -0.071], [4.124, -4.020, -2.122], [-0.410, -1.280, 5.679], [2.536, 0.051, -2.410], [-1.541, -0.704, 1.367], [1.163, -1.654, 0.823], [-1.391, -2.510, -1.992], [-2.551, 0.068, 0.615], [0.015, 5.406, 1.324], [2.772, -5.130, -0.432], [2.929, -3.079, -0.711], [-0.915, 0.344, -4.132], [-1.605, -3.170, -0.709], [3.297, -0.518, 2.412], [-3.413, 3.125, -1.480], [0.733, -2.595, -4.099], [-1.052, 2.038, 5.998], [-0.280, 0.931, -4.805], [-0.173, -0.795, -3.630], [4.716, 0.128, 2.720], [-2.560, -2.533, -2.854], [-4.109, 4.262, -1.627], [-3.477, -1.012, 2.889], [-2.382, -1.923, -3.736], [3.556, -1.527, 1.022], [2.758, -1.387, 3.614], [-0.096, 4.180, 1.963], [0.234, -2.263, 3.883], [-1.822, 0.054, -4.678], [1.025, -1.918, -1.674], [-2.493, -2.786, -0.199], [1.786, -4.139, 0.667], [2.989, -0.335, -1.076], [-0.507, 0.009, -1.228], [-1.031, -0.068, 7.337], [4.572, 0.990, -1.330], [-0.762, -0.079, 6.288], [-0.405, -2.192, 6.264], [0.942, 4.259, -1.728], [0.563, 3.005, -0.046], [-0.568, 3.829, 3.601], [-0.356, 2.144, 3.298], [0.470, 6.356, -0.529], [4.426, 0.417, 0.313], [-2.268, 1.609, 0.498], [3.486, -3.136, -2.048], [-2.196, 3.338, -1.993], [-3.449, -2.146, -2.357], [-0.060, -1.326, 4.337], [0.819, -1.365, -5.381], [2.236, 0.615, 1.874], [-0.051, -0.169, 3.574], [-3.102, 3.890, 0.974], [-4.758, 2.140, 0.471], [-1.204, 0.957, -3.284], [-0.772, 1.090, 5.552]],
  "forces_ev_per_angstrom": [[0.175, 0.184, -0.081], [0.672, -1.083, -0.008], [0.050, 0.011, 0.060], [0.236, 0.060, -0.525], [0.213, -0.083, 0.085], [-0.004, -0.004, -0.022], [-0.062, 0.037, 0.000], [-0.015, -0.359, 0.260], [-0.020, 0.121, 0.006], [0.011, -0.062, -0.177], [-0.320, 0.845, -0.223], [0.009, -0.008, 0.047], [-0.079, -0.019, -0.049], [0.103, 0.006, 0.159], [0.054, -0.059, -0.129], [0.746, -0.727, -1.088], [-0.010, 0.041, -0.038], [0.053, 0.116, 0.034], [0.213, -0.448, 0.822], [0.074, 0.532, -0.017], [0.036, -0.015, 0.083], [-0.265, 1.008, 0.320], [-0.114, -0.052, -0.197], [0.082, 0.131, 0.059], [0.872, -0.350, -0.325], [-0.026, -0.065, -0.022], [0.010, 0.017, -0.026], [-0.427, 0.934, -1.108], [0.047, -0.041, 0.043], [-0.018, -0.126, 0.049], [0.000, 0.002, -0.002], [0.004, -0.043, -0.091], [0.057, -0.039, -0.200], [1.080, 0.962, -1.566], [-0.045, 0.484, -0.352], [-0.146, 0.570, 0.177], [-3.766, 0.763, 2.154], [-0.036, 0.046, 0.080], [-0.036, -0.026, 0.049], [0.044, -0.050, 0.142], [0.163, -0.049, 0.068], [0.143, -0.129, -0.103], [1.835, -0.634, 0.795], [0.077, -0.075, -0.241], [0.025, -0.062, -0.121], [-0.007, -0.021, 0.076], [-0.050, 0.030, -0.016], [-0.586, -0.341, -0.018], [0.496, 0.557, -0.324], [0.168, 0.099, -0.014], [-0.035, -0.117, 0.116], [0.058, 0.005, -0.184], [-0.035, -0.049, -0.043], [-0.261, 0.423, 0.044], [-0.734, -0.785, 0.492], [0.031, -0.347, -0.039], [0.009, -0.033, 0.044], [0.008, -0.041, -0.038], [0.642, -0.560, 0.702], [0.026, -0.058, -0.069], [-0.016, -0.129, 0.013], [-0.465, -0.077, 0.311], [-0.457, -0.278, 0.448], [-0.002, 0.034, 0.004], [-0.035, -0.030, 0.011], [-0.043, 0.003, 0.067], [0.008, -0.005, 0.011], [0.039, -0.017, 0.003], [-0.117, -0.140, 0.112], [0.023, -0.141, 0.048], [0.101, 0.291, -0.322], [0.022, 0.011, 0.011], [0.074, -0.016, 0.010], [0.806, -0.916, -0.215], [-0.028, 0.018, 0.129], [0.041, -0.106, 0.297], [-0.087, 0.001, 0.108], [-0.026, -0.148, -0.023], [0.017, -0.032, -0.009], [-1.479, 0.401, -0.518], [-0.104, 0.356, -0.206], [0.409, -0.148, 0.205], [-0.057, -0.213, 0.174], [-0.040, 0.171, -0.004], [-0.008, 0.086, -0.176]]
}


Values for relative energy (zero: lowest compared OMol25 entry of this formula, charge and spin), kcal per mole, ordered as above
90.3; 208.5; 78.1; 62.3